One molecule with the formula C3H3ClN2O at a distorted geometry, computed with ωB97M-V/def2-TZVPD.

```
10
Properties=species:S:1:pos:R:3
C -1.194 0.987 -0.329
C -0.315 -0.151 -0.140
C 1.269 -1.252 0.810
H -0.326 1.659 -0.496
H -1.801 1.244 0.719
H 1.907 -1.788 1.464
N -0.123 -0.843 0.980
N 1.942 -0.788 -0.263
O 0.823 0.045 -0.944
Cl -2.182 0.886 -1.801
```

Gap between HOMO and LUMO (eV): 10.93
HOMO level (hartree): -0.4048
Relative energy (zero: lowest compared OMol25 entry of this formula, charge and spin) (kJ/mol): 267.4
LUMO energy (eV): -0.09

Here are the Mulliken charges for atoms 1 to 6, given in e: C -0.244; C 0.526; C -0.069; H 0.246; H 0.281; H 0.396